(1)
Molecular formula: C28H38BBeIN6O2S3
Method: DFT, ωB97M-V with the def2-TZVPD basis set

```
80
Properties=species:S:1:pos:R:3:forces:R:3
Be -0.641138 -0.160732 -0.070814 0.80 0.63 0.59
C 3.843962 1.466968 -3.794714 -0.10 -0.09 0.22
C 3.100962 0.529768 -2.839114 0.09 -0.51 -0.53
C 3.982362 -0.684232 -2.532014 -0.07 0.12 -0.03
C 1.774862 0.120068 -3.489414 0.06 -0.02 0.04
N 2.838362 1.219368 -1.567914 -0.21 0.26 0.67
C 3.284162 2.473468 -1.236214 0.08 0.58 0.28
C 2.870362 2.732268 0.021986 0.22 0.30 -0.28
N 2.174162 1.651868 0.485286 0.40 -0.08 -0.28
B 1.531262 1.658268 1.893086 -0.30 -0.29 -0.38
N 1.559762 0.222268 2.461486 -0.10 -0.37 0.34
C 2.750462 -0.305032 2.878286 0.22 -0.32 0.16
C 2.542962 -1.589632 3.225286 0.56 0.34 -0.03
N 1.209762 -1.870532 3.027686 0.19 0.65 -0.18
C 0.631162 -0.747432 2.539886 -0.40 0.27 0.10
S -0.993538 -0.514732 2.084986 -0.58 0.06 -0.58
C 0.690062 -3.208132 3.351386 -0.29 -0.66 0.20
C -0.796838 -3.373532 3.058086 0.07 0.04 -0.02
C 1.468762 -4.232732 2.517386 -0.07 0.14 0.05
C 0.933362 -3.439432 4.847686 -0.05 0.03 -0.17
N 0.116862 2.277068 1.904186 -0.22 0.38 -0.02
C -0.430438 2.717268 3.077686 -0.37 0.24 0.21
C -1.689238 3.128868 2.826386 0.33 -0.02 0.71
N -1.937338 2.948868 1.487486 0.72 -0.26 0.15
C -0.820838 2.413668 0.946486 0.29 0.19 -0.42
S -0.559238 1.964868 -0.671614 -0.07 -0.49 -0.42
C -3.270138 3.234368 0.932286 -0.71 0.21 -0.29
C -3.384238 2.967868 -0.563214 0.03 -0.06 0.00
C -3.582938 4.712768 1.194386 0.02 -0.17 0.00
C -4.274938 2.330368 1.654286 0.13 0.09 -0.06
C 2.162362 0.736368 -0.500014 0.03 -0.55 0.13
S 1.446562 -0.812232 -0.406914 -0.42 -0.42 0.14
H 4.010762 0.941368 -4.732114 -0.03 -0.05 -0.01
H 4.817162 1.756368 -3.401814 0.06 0.06 0.02
H 3.252762 2.355268 -4.006514 -0.01 0.11 -0.05
H 4.224462 -1.212132 -3.449214 0.03 -0.07 -0.16
H 3.468262 -1.364032 -1.858414 0.05 -0.06 -0.03
H 4.907762 -0.355232 -2.061314 0.11 0.00 0.01
H 1.955562 -0.239932 -4.500014 0.07 0.02 -0.10
H 1.095762 0.969868 -3.531914 -0.05 0.10 -0.06
H 1.289862 -0.669732 -2.928014 -0.03 0.01 -0.03
H 3.856562 3.085668 -1.897314 0.08 0.09 -0.13
H 3.016762 3.602268 0.625086 0.04 0.22 0.13
H 2.221262 2.317368 2.607286 0.20 0.24 0.12
H 3.640762 0.287968 2.888086 0.23 0.05 0.02
H 3.242362 -2.314532 3.581686 0.08 -0.14 0.10
H -1.000538 -3.267432 1.996286 -0.09 0.01 0.00
H -1.395338 -2.646132 3.598086 -0.06 -0.05 0.00
H -1.098338 -4.371832 3.369986 0.10 -0.11 0.06
H 1.441962 -3.956032 1.465686 -0.01 0.01 -0.10
H 1.009762 -5.211632 2.630786 -0.02 -0.09 0.03
H 2.506262 -4.306932 2.833886 0.11 -0.01 -0.01
H 0.417262 -2.682032 5.432986 -0.04 0.08 0.07
H 1.993162 -3.405732 5.085686 0.09 0.01 0.08
H 0.553962 -4.415332 5.137686 -0.04 -0.12 -0.01
H 0.120762 2.688968 3.993086 0.09 0.03 0.24
H -2.423838 3.513268 3.499086 -0.14 0.11 0.13
H -2.652538 3.528668 -1.135814 -0.02 0.03 -0.04
H -4.376938 3.265368 -0.889614 -0.20 0.11 0.11
H -3.271138 1.910968 -0.781014 0.02 -0.05 -0.09
H -2.837038 5.353267 0.731586 0.12 0.06 -0.06
H -3.625338 4.937368 2.255886 0.02 0.06 0.15
H -4.550538 4.957368 0.765686 -0.12 -0.01 -0.04
H -4.002238 1.287368 1.515486 0.02 -0.13 -0.03
H -5.260138 2.485768 1.224586 -0.14 0.02 -0.01
H -4.323438 2.543368 2.719586 -0.02 0.01 0.10
I -1.417538 -3.945232 -7.166514 -0.13 0.16 0.36
C -1.858738 -3.088232 -5.281814 0.16 -0.23 -0.45
C -0.847438 -2.995732 -4.342014 0.08 -0.06 -0.08
C -1.113538 -2.400732 -3.123414 -0.18 0.07 0.14
C -2.382838 -1.906032 -2.845214 -0.05 -0.03 -0.15
C -3.394938 -2.039832 -3.790314 0.11 0.01 0.18
C -3.136238 -2.628132 -5.015014 -0.02 -0.02 -0.07
C -2.678538 -1.162032 -1.576114 0.39 0.36 0.31
O -3.806238 -0.845632 -1.271914 -0.46 0.02 -0.01
O -1.629638 -0.850932 -0.877614 -0.74 -1.12 -0.89
H 0.142062 -3.370132 -4.556614 0.05 -0.05 -0.04
H -0.334938 -2.322232 -2.380114 0.07 0.10 0.08
H -4.380938 -1.668632 -3.549914 -0.02 0.05 0.01
H -3.918038 -2.713932 -5.752314 -0.07 -0.03 -0.10
```
Forces are in eV/Å.

## Properties
HOMO energy	-0.2871	Ha
LUMO level	0.0187	hartree
gap between HOMO and LUMO	0.30578	hartree
strongest force on any atom	1.6	eV Å⁻¹



(2)
Molecular formula: C47H66ClN6O5
Method: DFT, ωB97M-V with the def2-TZVPD basis set

```
125
Properties=species:S:1:pos:R:3:forces:R:3
C -2.269692 0.736914 1.561672 -0.74 -0.39 -1.37
C -2.091647 1.957038 0.551923 0.04 0.51 -0.57
C -1.048872 3.102533 1.007715 -0.21 0.32 -0.68
Cl -0.691103 2.838055 2.795035 0.32 0.70 -1.02
C 0.298269 3.120273 0.095646 -0.15 -0.04 1.34
C -0.121223 3.729363 -1.332863 -3.17 -1.49 0.11
C 0.283820 3.041580 -2.689440 0.54 0.48 -1.12
C 1.806759 2.714883 -2.985297 0.19 -0.46 -0.65
C 2.467358 1.561623 -2.102938 0.81 -0.28 -0.67
C 2.024039 0.074063 -2.498031 0.54 -0.54 1.54
C 0.859040 -0.490017 -1.512361 0.41 0.04 -0.67
C 0.984410 -2.052264 -1.217730 -1.06 -0.14 0.98
C 2.004802 -2.399359 -0.000919 -0.63 -0.89 -0.26
O 2.912165 -1.318277 0.316500 -0.66 -0.39 0.85
C 2.566061 -0.698324 1.577818 -0.54 0.78 -0.48
N -0.022144 5.231291 -1.143108 3.02 -0.28 2.47
C 0.719477 5.473071 -0.057647 0.71 0.86 2.56
O 1.013753 6.699822 0.546206 -1.66 -2.69 -1.96
C 0.434673 6.764416 1.899931 -0.93 1.45 1.33
C 1.486451 7.167808 3.030829 -0.14 -0.39 0.94
C 1.938160 5.983253 3.999505 0.51 0.03 0.34
O 2.644360 7.790066 2.435369 -0.68 -0.52 0.87
C 1.381806 4.185324 0.677499 -1.11 0.27 -2.23
C 2.843309 4.179667 0.022776 0.31 0.23 0.01
C 3.866969 5.258414 0.597547 0.82 0.28 -1.31
O 4.390635 4.948895 1.931769 1.07 -0.68 -1.54
C 5.616678 4.244874 1.709125 2.75 -0.93 0.48
C 5.513464 2.636746 1.779742 -1.34 0.88 -0.61
O 6.720388 4.763079 1.515716 -3.96 -0.87 0.56
H -2.863086 -0.070446 0.990880 0.86 1.19 0.83
H -2.901155 1.046436 2.449696 1.13 -0.48 -0.93
H -1.275926 0.256415 1.823466 -1.25 0.78 -0.05
H -1.739044 1.584114 -0.476243 -0.43 0.30 1.46
H -3.092529 2.487555 0.347038 1.37 -0.95 0.49
H -1.513262 4.140315 0.908690 0.39 -1.36 0.44
H 0.579403 2.018681 0.151280 0.21 1.62 -0.76
H -1.275631 3.636917 -1.365796 1.64 -0.12 0.07
H -0.333849 2.079081 -2.827734 0.89 1.43 0.62
H -0.074327 3.730135 -3.544269 0.40 -0.91 1.32
H 2.469429 3.655928 -3.044042 -1.12 -1.28 0.38
H 1.832528 2.311478 -4.067441 -0.09 0.63 1.60
H 3.603267 1.632206 -2.291656 -1.66 -0.03 0.29
H 2.336166 1.663477 -0.982252 0.06 0.07 -1.41
H 2.935439 -0.596161 -2.281001 -1.35 1.02 -0.47
H 1.780662 -0.065611 -3.597830 0.13 0.32 1.40
H 0.904386 0.035023 -0.493175 0.01 -0.57 -1.49
H -0.141747 -0.224359 -1.991635 1.02 -0.59 0.75
H 1.203398 -2.690959 -2.132316 -0.04 1.19 1.14
H -0.048465 -2.396160 -0.834965 1.41 0.45 -0.67
H 2.557112 -3.365356 -0.292939 -0.41 1.63 0.51
H 1.431854 -2.657954 0.964308 0.68 0.34 -1.53
H 1.425202 -0.597986 1.627023 1.42 -0.12 0.20
H 2.935131 -1.267996 2.492431 -0.33 0.67 -1.21
H 2.983785 0.370635 1.538873 -0.37 -1.60 0.25
H -0.486702 5.954414 -1.703308 0.35 -0.42 0.25
H -0.153903 5.838121 2.193686 0.98 0.90 -0.48
H -0.337413 7.617077 1.839621 1.21 -1.31 -0.10
H 0.945276 7.936778 3.700071 0.64 -1.11 -1.04
H 2.442983 5.104053 3.486131 -0.58 1.26 0.37
H 1.113208 5.557671 4.655939 0.78 0.76 -0.93
H 2.729685 6.425184 4.711874 -1.20 -0.68 -0.99
H 3.277950 7.898145 3.177031 -0.40 -0.02 -0.78
H 1.467365 4.209154 1.807018 -0.52 0.28 -1.47
H 2.697135 4.452140 -1.084884 0.56 -0.76 1.50
H 3.356511 3.158820 0.145628 -1.07 1.47 -0.41
H 4.784860 5.217578 -0.101625 -1.55 0.18 0.76
H 3.518576 6.337089 0.565035 0.12 -1.45 0.38
H 5.813582 2.232358 0.750497 -0.03 0.54 1.61
H 4.402969 2.359938 1.900450 1.78 0.27 0.19
H 6.152280 2.230683 2.625780 -0.79 0.55 -1.25
N -6.618400 2.494934 4.196737 0.52 0.15 0.32
C -5.365299 2.346987 3.742255 -0.54 0.04 0.10
C -4.234377 2.629826 4.491091 -0.04 0.04 0.08
C -4.404864 3.097278 5.786110 0.06 0.04 0.08
C -5.690114 3.261229 6.280668 0.16 -0.02 -0.05
C -6.755874 2.946555 5.452301 -0.13 -0.20 -0.52
H -5.283738 1.981854 2.723025 0.04 -0.02 0.01
H -3.245537 2.488616 4.072239 -0.05 0.03 0.04
H -3.544637 3.331144 6.403735 -0.05 -0.02 -0.03
H -5.860849 3.624261 7.286225 -0.02 -0.03 -0.05
H -7.779818 3.054550 5.794684 0.06 0.02 0.04
N -3.131986 -1.509856 -1.517838 -0.02 0.06 -0.61
C -2.813646 -2.640368 -2.170143 0.01 0.20 0.45
C -2.961471 -2.807770 -3.538646 -0.09 0.26 -0.10
C -3.470799 -1.750620 -4.278618 0.03 -0.05 -0.13
C -3.809613 -0.572124 -3.628837 0.05 -0.04 -0.03
C -3.620913 -0.502525 -2.257955 0.22 -0.36 0.36
H -2.422190 -3.439280 -1.547365 -0.01 0.03 0.00
H -2.685670 -3.741354 -4.012975 -0.02 0.02 0.06
H -3.602510 -1.843660 -5.351124 -0.01 0.01 0.06
H -4.210496 0.272794 -4.174833 0.00 -0.03 0.04
H -3.867939 0.399355 -1.705491 -0.06 0.02 -0.06
N 2.100632 -2.643553 -4.285445 0.05 -0.33 -0.78
C 0.987792 -2.837779 -5.010590 0.36 0.12 0.38
C 0.984836 -3.356727 -6.295022 0.10 0.00 -0.02
C 2.201928 -3.692715 -6.869637 0.02 -0.04 -0.09
C 3.368012 -3.500495 -6.143181 -0.12 -0.01 -0.06
C 3.264306 -2.978384 -4.864144 -0.34 0.17 0.35
H 0.060763 -2.556754 -4.519120 -0.05 -0.03 -0.03
H 0.055039 -3.494359 -6.832570 0.03 0.02 0.04
H 2.241397 -4.100546 -7.873535 0.00 0.02 0.07
H 4.335048 -3.751027 -6.560456 -0.04 0.02 0.05
H 4.147540 -2.813101 -4.255258 0.01 -0.03 -0.06
N -1.928511 -4.526326 0.521215 0.00 -0.32 0.51
C -2.642140 -5.617542 0.837112 0.19 0.47 -0.23
C -2.642553 -6.200845 2.094172 0.01 0.19 0.14
C -1.857854 -5.627210 3.083790 -0.01 -0.05 0.10
C -1.108883 -4.498850 2.782188 -0.08 -0.10 -0.01
C -1.180807 -3.991275 1.495694 -0.22 -0.07 -0.40
H -3.237318 -6.031009 0.029057 -0.02 -0.04 0.06
H -3.240685 -7.080867 2.294216 0.02 0.05 -0.02
H -1.830356 -6.054769 4.079776 0.00 0.02 -0.07
H -0.484620 -4.024824 3.529246 -0.02 -0.01 -0.05
H -0.617892 -3.109009 1.209744 -0.03 0.00 0.08
N -0.858977 -9.956843 1.157388 -0.08 -0.07 -0.61
C -0.537885 -11.087472 0.510304 -0.08 0.38 0.41
C -0.683366 -11.261820 -0.856720 -0.05 0.11 -0.07
C -1.194066 -10.209227 -1.601639 -0.01 -0.01 -0.11
C -1.536062 -9.029218 -0.957258 0.04 -0.13 -0.03
C -1.349107 -8.953574 0.413547 0.20 -0.32 0.40
H -0.145879 -11.882478 1.136002 0.00 -0.01 -0.07
H -0.404929 -12.196685 -1.326466 -0.01 0.04 0.05
H -1.324118 -10.307244 -2.673779 0.01 0.00 0.06
H -1.937991 -8.187191 -1.507164 0.02 -0.01 0.04
H -1.597819 -8.051528 0.961968 0.08 -0.12 -0.15
```
Forces are in eV/Å.

## Properties
HOMO energy	-0.4002	Ha
LUMO level	-0.1250	hartree
relative energy (zero: lowest compared OMol25 entry of this formula, charge and spin)	4.2275	eV
gap between HOMO and LUMO	0.27520	hartree
strongest force on any atom	4.1	eV Å⁻¹
net charge	+1